# 1
{"formula": "C26H40F18InNO13P", "method": "the ωB97M-V functional and the def2-TZVPD basis", "species": ["C", "C", "N", "In", "P", "O", "H", "H", "H", "H", "H", "H", "H", "H", "H", "H", "C", "C", "O", "C", "O", "C", "F", "F", "F", "H", "H", "H", "H", "H", "C", "C", "O", "C", "O", "C", "F", "F", "F", "H", "H", "H", "H", "H", "C", "C", "O", "C", "O", "C", "F", "F", "F", "H", "H", "H", "H", "H", "C", "C", "O", "C", "O", "C", "F", "F", "F", "H", "H", "H", "H", "H", "C", "C", "O", "C", "O", "C", "F", "F", "F", "H", "H", "H", "H", "H", "C", "C", "O", "C", "O", "C", "F", "F", "F", "H", "H", "H", "H", "H"], "xyz": [[8.315, 1.942, -1.643], [6.769, 1.965, -1.659], [6.229, 2.950, -2.604], [4.525, 4.000, -1.896], [2.759, 2.105, -2.050], [2.664, 1.508, -3.444], [8.671, 2.683, -2.360], [8.708, 2.211, -0.662], [8.725, 0.966, -1.918], [6.407, 0.955, -1.892], [6.423, 2.177, -0.641], [5.873, 2.433, -3.403], [4.060, 5.294, -2.964], [4.798, 4.460, -0.221], [3.097, 1.047, -1.142], [1.445, 2.398, -1.557], [-0.448, -1.623, -2.284], [0.810, -2.151, -1.637], [0.835, -1.835, -0.217], [0.150, -2.627, 0.571], [-0.496, -3.596, 0.289], [0.304, -2.155, 2.039], [0.151, -0.833, 2.160], [1.509, -2.485, 2.512], [-0.619, -2.743, 2.810], [-0.531, -0.550, -2.116], [-0.401, -1.799, -3.357], [-1.335, -2.116, -1.885], [1.687, -1.654, -2.047], [0.915, -3.228, -1.759], [-2.740, 0.423, 3.207], [-1.952, 1.666, 3.543], [-2.798, 2.845, 3.495], [-3.545, 3.066, 4.559], [-3.608, 2.420, 5.564], [-4.361, 4.368, 4.364], [-4.923, 4.422, 3.153], [-3.558, 5.432, 4.499], [-5.324, 4.453, 5.276], [-3.215, 0.524, 2.231], [-2.069, -0.434, 3.178], [-3.512, 0.234, 3.953], [-1.174, 1.863, 2.810], [-1.498, 1.604, 4.531], [-2.037, -4.436, 5.461], [-1.349, -3.151, 5.856], [-1.893, -2.625, 7.095], [-1.437, -3.170, 8.207], [-0.626, -4.041, 8.322], [-2.087, -2.480, 9.432], [-3.406, -2.334, 9.273], [-1.550, -1.266, 9.607], [-1.875, -3.194, 10.533], [-3.114, -4.284, 5.385], [-1.662, -4.761, 4.490], [-1.843, -5.222, 6.189], [-1.528, -2.362, 5.131], [-0.275, -3.284, 5.973], [12.109, 2.994, 5.582], [10.881, 3.760, 5.146], [10.571, 3.504, 3.757], [9.911, 2.381, 3.509], [9.554, 1.564, 4.306], [9.608, 2.274, 1.994], [10.696, 2.566, 1.271], [8.641, 3.136, 1.679], [9.214, 1.045, 1.693], [12.956, 3.232, 4.939], [12.363, 3.266, 6.607], [11.930, 1.920, 5.544], [11.041, 4.835, 5.189], [10.012, 3.506, 5.751], [-7.075, -3.794, -2.684], [-6.725, -2.365, -3.025], [-5.336, -2.250, -3.425], [-5.062, -2.574, -4.675], [-5.824, -2.947, -5.520], [-3.556, -2.353, -4.954], [-2.795, -2.847, -3.977], [-3.314, -1.038, -5.051], [-3.207, -2.929, -6.099], [-6.410, -4.176, -1.910], [-8.100, -3.837, -2.314], [-6.999, -4.434, -3.562], [-6.805, -1.711, -2.161], [-7.350, -1.973, -3.826], [-5.086, -0.316, -7.676], [-5.356, 0.681, -8.777], [-6.515, 0.293, -9.563], [-7.692, 0.587, -9.046], [-7.928, 1.143, -8.013], [-8.814, 0.138, -10.014], [-8.600, -1.093, -10.486], [-8.872, 0.979, -11.059], [-9.993, 0.154, -9.402], [-4.970, -1.320, -8.085], [-4.168, -0.042, -7.159], [-5.903, -0.330, -6.956], [-4.546, 0.715, -9.500], [-5.521, 1.684, -8.385]], "lowdin_charge": [-0.110, -0.433, -0.244, 0.291, 0.410, -0.669, 0.058, 0.021, 0.056, 0.089, 0.058, -0.008, -0.153, -0.143, -0.091, -0.099, -0.059, -0.167, 0.043, -0.416, 0.159, -0.534, 0.162, 0.176, 0.144, 0.089, 0.081, 0.069, 0.129, 0.125, -0.052, -0.176, 0.038, -0.409, 0.165, -0.550, 0.166, 0.166, 0.169, 0.089, 0.052, 0.080, 0.128, 0.127, -0.053, -0.187, 0.037, -0.408, 0.167, -0.550, 0.166, 0.167, 0.170, 0.085, 0.079, 0.079, 0.106, 0.129, -0.063, -0.195, 0.030, -0.396, 0.165, -0.563, 0.164, 0.176, 0.177, 0.082, 0.080, 0.077, 0.124, 0.124, -0.059, -0.185, 0.036, -0.406, 0.160, -0.549, 0.167, 0.161, 0.175, 0.085, 0.083, 0.078, 0.126, 0.125, -0.061, -0.176, 0.036, -0.409, 0.167, -0.549, 0.166, 0.161, 0.171, 0.090, 0.079, 0.079, 0.127, 0.127], "gap_ev": 6.05, "lumo_energy_ev": 1.6334, "charge": -1, "homo_ev": -4.41}



# 2
{"formula": "C26H40F6NO4P2S2SiZr", "method": "the ωB97M-V functional and the def2-TZVPD basis", "species": ["Zr", "F", "P", "F", "F", "F", "F", "F", "C", "C", "N", "H", "H", "H", "S", "P", "S", "C", "C", "C", "C", "C", "C", "C", "C", "C", "C", "C", "C", "H", "H", "H", "H", "H", "H", "H", "H", "H", "H", "C", "C", "C", "C", "O", "Si", "O", "O", "C", "C", "C", "C", "O", "C", "C", "C", "C", "H", "H", "H", "H", "H", "H", "H", "H", "H", "H", "H", "H", "H", "H", "H", "H", "H", "H", "H", "H", "H", "H", "H", "H", "H", "H", "H"], "xyz": [[-0.051, -1.034, -1.210], [0.109, -2.911, -2.559], [-1.363, -2.631, -3.402], [-2.714, -2.118, -3.960], [-1.866, -2.236, -1.800], [-0.651, -2.839, -4.759], [-0.773, -1.010, -3.345], [-1.789, -4.101, -3.176], [4.502, -1.793, -2.825], [3.167, -1.469, -2.362], [2.112, -1.213, -1.997], [5.099, -0.883, -2.873], [4.435, -2.250, -3.811], [4.952, -2.493, -2.120], [-2.149, 0.617, -0.890], [-1.322, 2.152, -1.860], [0.652, 1.603, -2.304], [-1.377, 3.693, -0.986], [-0.257, 4.215, -0.345], [-0.375, 5.395, 0.372], [-1.601, 6.041, 0.447], [-2.719, 5.518, -0.193], [-2.613, 4.342, -0.914], [-1.840, 2.304, -3.558], [-2.742, 1.403, -4.130], [-3.103, 1.559, -5.454], [-2.555, 2.594, -6.208], [-1.652, 3.489, -5.644], [-1.293, 3.352, -4.317], [0.701, 3.713, -0.403], [0.491, 5.813, 0.866], [-1.687, 6.964, 1.004], [-3.669, 6.031, -0.135], [-3.484, 3.940, -1.420], [-3.157, 0.600, -3.534], [-3.814, 0.880, -5.904], [-2.841, 2.707, -7.245], [-1.240, 4.293, -6.237], [-0.611, 4.062, -3.864], [0.053, -4.282, 0.366], [-0.760, -3.330, 1.219], [-2.256, -3.439, 1.011], [-0.411, -3.423, 2.689], [-0.395, -1.903, 0.728], [0.760, -0.858, 1.492], [0.735, 0.138, 0.177], [0.338, -0.259, 2.899], [-0.624, 0.759, 3.351], [-2.025, 0.234, 3.090], [-0.360, 2.047, 2.592], [-0.354, 0.917, 4.834], [2.106, -1.733, 1.525], [3.355, -1.524, 2.266], [3.736, -0.056, 2.156], [4.374, -2.414, 1.577], [3.146, -1.941, 3.711], [0.068, -5.266, 0.834], [1.092, -3.949, 0.298], [-0.370, -4.399, -0.632], [-2.620, -4.325, 1.533], [-2.521, -3.538, -0.039], [-2.764, -2.574, 1.437], [-0.680, -4.426, 3.021], [-0.979, -2.709, 3.283], [0.653, -3.292, 2.876], [-2.182, 0.043, 2.025], [-2.762, 0.974, 3.403], [-2.212, -0.681, 3.652], [-0.566, 1.927, 1.527], [0.674, 2.366, 2.727], [-1.011, 2.836, 2.972], [-0.459, -0.039, 5.346], [-1.067, 1.618, 5.270], [0.652, 1.300, 5.005], [3.785, 0.253, 1.110], [4.712, 0.119, 2.608], [3.015, 0.576, 2.681], [4.476, -2.123, 0.529], [4.068, -3.459, 1.624], [5.350, -2.319, 2.053], [2.364, -1.347, 4.183], [4.070, -1.794, 4.271], [2.884, -2.997, 3.777]], "lowdin_charge": [1.616, -0.256, 0.254, -0.033, -0.297, -0.026, -0.307, -0.026, 0.011, -0.124, 0.088, 0.112, 0.113, 0.105, 0.410, 0.285, 0.591, -0.404, -0.100, -0.049, -0.035, -0.043, -0.067, -0.411, -0.086, -0.033, -0.020, -0.040, -0.080, 0.090, 0.119, 0.121, 0.121, 0.121, 0.081, 0.123, 0.124, 0.122, 0.116, -0.004, -0.523, -0.003, -0.008, -0.306, 0.031, -0.476, -0.075, -0.592, -0.014, -0.022, -0.011, -0.104, -0.604, -0.017, -0.015, -0.011, 0.112, 0.091, 0.075, 0.112, 0.076, 0.097, 0.115, 0.091, 0.078, 0.048, 0.105, 0.091, 0.049, 0.100, 0.105, 0.096, 0.101, 0.095, 0.090, 0.104, 0.085, 0.070, 0.095, 0.103, 0.085, 0.104, 0.093], "gap_ev": [8.29, 5.81], "s2": 0.757, "lumo_energy_ev": [-6.3830, -8.8483], "multiplicity": 2, "charge": 2, "homo_ev": [-14.67, -14.65]}



# 3
{"formula": "C26H40IrN4P2SSb", "method": "the ωB97M-V functional and the def2-TZVPD basis", "species": ["Ir", "C", "P", "C", "C", "C", "C", "C", "C", "C", "P", "C", "C", "H", "H", "H", "H", "H", "H", "H", "H", "H", "H", "H", "H", "H", "H", "H", "H", "C", "C", "C", "Sb", "C", "C", "C", "C", "C", "C", "H", "H", "H", "H", "H", "H", "H", "H", "H", "H", "H", "H", "H", "H", "H", "H", "H", "H", "H", "H", "H", "N", "C", "C", "C", "N", "C", "N", "S", "C", "C", "N", "C", "H", "H", "H"], "xyz": [[0.007, 2.661, 0.965], [-2.467, 0.048, 0.809], [-2.067, 1.664, 1.524], [-3.518, 2.701, 1.221], [-1.979, 1.445, 3.325], [-3.102, 0.978, 4.005], [-3.086, 0.844, 5.384], [-1.946, 1.181, 6.100], [-0.822, 1.645, 5.436], [-0.824, 1.780, 4.048], [0.689, 2.341, 3.215], [1.326, 3.758, 4.138], [1.896, 1.011, 3.464], [-3.336, -0.379, 1.312], [-1.622, -0.629, 0.924], [-2.696, 0.172, -0.250], [-4.415, 2.239, 1.636], [-3.656, 2.838, 0.149], [-3.377, 3.673, 1.693], [-4.005, 0.720, 3.464], [-3.965, 0.484, 5.901], [-1.932, 1.084, 7.177], [0.059, 1.902, 6.012], [1.594, 3.469, 5.154], [0.572, 4.544, 4.178], [2.216, 4.144, 3.640], [1.995, 0.804, 4.531], [2.870, 1.311, 3.078], [1.564, 0.104, 2.961], [1.357, -5.855, -0.493], [0.315, -5.333, -1.473], [-1.118, -5.482, -0.983], [0.721, -3.281, -2.013], [-0.933, -2.519, -3.168], [-0.956, -3.268, -4.500], [-0.830, -1.008, -3.342], [2.508, -3.207, -3.233], [3.754, -2.951, -2.394], [2.586, -4.514, -4.020], [1.198, -6.925, -0.347], [1.266, -5.375, 0.482], [2.379, -5.725, -0.852], [0.435, -5.823, -2.446], [-1.277, -4.961, -0.037], [-1.320, -6.540, -0.807], [-1.852, -5.131, -1.709], [-1.815, -2.776, -2.579], [-0.066, -3.063, -5.096], [-1.819, -2.930, -5.080], [-1.056, -4.348, -4.376], [0.038, -0.737, -3.948], [-0.760, -0.482, -2.387], [-1.715, -0.643, -3.867], [2.322, -2.367, -3.905], [3.938, -3.762, -1.688], [3.698, -2.016, -1.836], [4.621, -2.895, -3.055], [2.763, -5.369, -3.364], [3.435, -4.454, -4.705], [1.698, -4.711, -4.621], [-0.352, 4.737, 0.530], [-0.544, 5.847, 0.301], [-0.781, 7.216, 0.013], [-1.013, 7.578, -1.323], [-1.182, 7.821, -2.440], [-0.767, 8.132, 1.074], [-0.730, 8.856, 1.974], [3.535, 2.340, -1.927], [2.100, 2.686, -2.788], [1.031, 2.632, -1.962], [1.348, 2.318, -0.655], [2.647, 2.140, -0.509], [2.114, 2.917, -3.842], [0.001, 2.803, -2.238], [3.107, 1.893, 0.435]], "lowdin_charge": [0.946, -0.232, 0.715, -0.227, -0.381, -0.067, -0.021, -0.019, -0.062, -0.381, 0.721, -0.224, -0.226, 0.063, 0.045, 0.049, 0.063, 0.058, 0.057, 0.113, 0.129, 0.130, 0.115, 0.063, 0.062, 0.059, 0.067, 0.050, 0.053, -0.130, -0.556, -0.132, 1.733, -0.565, -0.120, -0.153, -0.548, -0.141, -0.120, 0.100, 0.083, 0.066, 0.094, 0.082, 0.101, 0.069, 0.083, 0.079, 0.101, 0.081, 0.078, 0.048, 0.094, 0.086, 0.078, 0.063, 0.096, 0.081, 0.104, 0.071, 0.056, -0.068, -0.140, -0.131, 0.272, -0.128, 0.277, 1.137, -0.337, -0.237, -0.257, -0.463, 0.095, 0.115, 0.080], "gap_ev": [8.27, 6.37], "s2": 8.787, "lumo_energy_ev": [-7.3075, -10.7575], "multiplicity": 6, "charge": 3, "homo_ev": [-15.58, -17.13]}



Computed relative energy (zero: lowest compared OMol25 entry of this formula, charge and spin) (eV) in order:
0.000; 0.255; 0.000
Computed energy (eV) in order:
-119098.24946; -103004.65763; -72331.68273